(1)
ORCA calculation (ωB97M-V/def2-TZVPD) on C22H24F4N4S4 in the gas phase.

Calculated values
gap between HOMO and LUMO: 8.711 eV
structure (SMILES): FC(F)Sc1ccc(NC(=S)N[C@H]2CC[C@H](NC(=S)Nc3ccc(SC(F)F)cc3)CC2)cc1
max |F|: 0.795 eV/Å
highest occupied orbital energy: -8.339 eV
relative energy (zero: lowest compared OMol25 entry of this formula, charge and spin): 0.000 eV

```
! wB97M-V def2-TZVPD RIJCOSX def2/J DEFGRID3
* xyz 0 1
F 10.11 -1.56 0.31
C 9.57 -2.36 -0.64
F 8.75 -3.21 0.00
S 8.68 -1.40 -1.90
C 7.48 -0.63 -0.80
C 6.25 -1.24 -0.61
C 5.33 -0.66 0.25
C 5.64 0.52 0.91
N 4.76 1.14 1.80
C 3.40 1.12 1.87
S 2.68 1.72 3.23
N 2.71 0.62 0.82
C 1.26 0.65 0.75
C 0.77 -0.59 0.01
C -0.76 -0.59 -0.05
C -1.26 0.67 -0.74
N -2.71 0.65 -0.81
C -3.40 1.17 -1.84
S -2.69 1.82 -3.18
N -4.76 1.18 -1.77
C -5.63 0.54 -0.90
C -5.32 -0.67 -0.26
C -6.24 -1.27 0.58
C -7.47 -0.67 0.79
S -8.66 -1.47 1.87
C -9.59 -2.36 0.58
F -8.79 -3.18 -0.12
F -10.14 -1.51 -0.31
C -7.81 0.51 0.15
C -6.90 1.10 -0.69
C -0.76 1.92 0.00
C 0.76 1.92 0.06
C 6.90 1.10 0.73
C 7.81 0.53 -0.13
H 10.37 -2.93 -1.13
H 6.02 -2.16 -1.12
H 4.40 -1.17 0.43
H 5.19 1.70 2.53
H 3.20 0.53 -0.06
H 0.90 0.63 1.78
H 1.17 -0.59 -1.01
H 1.12 -1.49 0.51
H -1.11 -1.47 -0.59
H -1.16 -0.64 0.97
H -0.90 0.70 -1.77
H -3.19 0.52 0.07
H -5.19 1.76 -2.48
H -4.39 -1.17 -0.47
H -6.00 -2.20 1.06
H -10.39 -2.94 1.06
H -8.78 0.95 0.31
H -7.15 2.02 -1.21
H -1.17 1.93 1.01
H -1.11 2.81 -0.52
H 1.11 2.79 0.62
H 1.17 1.97 -0.95
H 7.15 2.00 1.27
H 8.78 0.98 -0.27
*
```

***

(2)
ORCA calculation (ωB97M-V/def2-TZVPD) on 8 unconnected molecules or ions with the total composition C22H24F7NO23 at a distorted geometry.

Calculated values
gap between HOMO and LUMO: 11.243 eV
structure (SMILES): O=C1OC[C@@H](F)O1.O=C1OC[C@@H](F)O1.O=C1OC[C@@H](F)O1.O=C1OC[C@@H](F)O1.O=C1OC[C@@H](F)O1.O=C1OC[C@@H](F)O1.O=C1OC[C@@H](F)O1.C[N+](=O)[O-]
max |F|: 2.212 eV/Å
highest occupied orbital energy: -11.177 eV
relative energy (zero: lowest compared OMol25 entry of this formula, charge and spin): 0.370 eV

```
! wB97M-V def2-TZVPD RIJCOSX def2/J DEFGRID3
* xyz 0 1
O -0.34 -4.33 2.12
C -1.26 -3.86 1.54
O -1.46 -2.55 1.31
C -2.74 -2.39 0.71
C -2.99 -3.77 0.14
F -2.37 -3.88 -1.09
O -2.31 -4.60 1.03
H -3.47 -2.19 1.49
H -2.80 -1.63 -0.06
H -4.03 -4.01 -0.03
O -1.10 1.02 2.45
C -0.84 0.89 1.30
O 0.40 0.93 0.76
C 0.33 0.34 -0.56
C -1.09 0.68 -0.95
F -1.63 -0.21 -1.79
O -1.74 0.57 0.31
H 1.10 0.80 -1.17
H 0.50 -0.73 -0.50
H -1.17 1.69 -1.36
O 0.37 -0.07 -3.98
C 0.48 -1.22 -4.25
O 0.75 -1.71 -5.48
C 0.48 -3.10 -5.47
C 0.49 -3.46 -3.99
F 1.77 -3.81 -3.59
O 0.17 -2.24 -3.40
H -0.55 -3.27 -5.82
H 1.17 -3.62 -6.12
H -0.17 -4.26 -3.69
O 3.32 3.49 7.24
C 2.38 3.06 6.67
O 1.68 1.95 7.07
C 0.58 1.77 6.18
C 1.03 2.58 4.96
F 0.00 3.13 4.29
O 1.82 3.59 5.56
H 0.56 0.73 5.86
H -0.43 2.06 6.47
H 1.62 1.99 4.25
O 4.90 4.30 -5.55
C 4.42 3.84 -4.57
O 4.24 4.51 -3.41
C 3.70 3.63 -2.42
C 3.52 2.31 -3.17
F 2.18 1.96 -3.13
O 3.87 2.59 -4.48
H 4.44 3.54 -1.63
H 2.79 4.05 -2.01
H 4.00 1.43 -2.74
O -5.39 1.79 5.96
C -4.66 0.98 5.51
O -4.88 0.28 4.37
C -3.77 -0.58 4.13
C -2.97 -0.54 5.45
F -1.68 -0.28 5.12
O -3.49 0.60 6.06
H -4.13 -1.55 3.79
H -3.14 -0.16 3.34
H -2.98 -1.45 6.05
O 3.00 -0.99 0.49
C 3.48 -1.39 -0.51
O 3.16 -2.55 -1.12
C 4.19 -2.85 -2.04
C 4.68 -1.46 -2.41
F 3.82 -0.94 -3.36
O 4.43 -0.72 -1.25
H 5.01 -3.38 -1.54
H 3.83 -3.41 -2.90
H 5.69 -1.44 -2.81
C -4.46 2.68 -1.86
N -4.33 2.30 -3.31
O -3.91 3.15 -4.08
O -4.54 1.15 -3.62
H -3.51 3.11 -1.59
H -4.66 1.72 -1.40
H -5.32 3.34 -1.79
*
```

***

Question: relative energy (zero: lowest compared OMol25 entry of this formula, charge and spin) of number 1 (C22H24F4N4S4)?
Answer: 0.000 eV